Computed, not measured: C26H28N6O2S3Tc as an isolated structure, with ωB97M-V with the def2-TZVPD basis set.

```
66
Properties=species:S:1:pos:R:3:forces:R:3
Tc 0.834 -1.060 0.879 0.3 -0.5 -0.4
C 5.685 0.024 -1.909 0.0 0.0 0.0
S 4.782 -1.515 -1.654 0.0 0.0 0.0
C 3.563 -1.037 -0.545 0.1 0.0 -0.1
S 2.505 -2.378 -0.084 -0.1 0.1 0.1
N 3.463 0.173 -0.095 0.0 -0.1 0.1
N 2.396 0.319 0.756 0.0 0.1 0.1
C 2.262 1.429 1.389 0.0 0.0 -0.1
C 1.067 1.592 2.205 0.0 0.0 0.0
C 0.822 2.710 2.975 0.0 0.0 0.0
C -0.384 2.795 3.660 0.0 0.0 0.0
C -1.301 1.765 3.551 0.0 0.0 0.0
C -0.981 0.665 2.771 0.0 0.0 0.0
N 0.179 0.575 2.122 -0.1 0.1 -0.1
H 6.624 -0.269 -2.375 0.0 0.0 0.0
H 5.881 0.511 -0.959 0.0 0.0 0.0
H 5.129 0.681 -2.572 0.0 0.0 0.0
H 3.004 2.213 1.283 0.0 0.0 0.0
H 1.554 3.504 3.023 0.0 0.0 0.0
H -0.605 3.663 4.266 0.0 0.0 0.0
H -2.256 1.802 4.054 0.0 0.0 0.0
H -1.669 -0.163 2.655 0.0 0.0 0.0
C -1.984 -4.359 1.330 0.0 0.0 0.0
C -0.942 -3.315 1.484 0.0 0.0 0.0
N -0.697 -2.397 0.603 0.0 0.1 0.1
N -1.373 -2.337 -0.585 0.0 0.1 0.0
C -0.844 -1.401 -1.334 -0.1 -0.1 -0.1
O 0.163 -0.661 -0.918 -0.1 0.2 0.2
C -1.340 -1.157 -2.689 0.0 0.0 0.0
C -0.568 -0.405 -3.575 0.0 0.0 0.0
C -1.022 -0.190 -4.865 0.0 0.0 0.0
C -2.238 -0.725 -5.270 0.0 0.0 0.0
C -3.005 -1.478 -4.389 0.0 0.0 0.0
C -2.558 -1.700 -3.100 0.0 0.0 0.0
C -0.054 -3.246 2.662 0.0 0.0 0.0
C -0.115 -4.133 3.719 0.0 0.1 -0.1
C 0.801 -4.010 4.758 0.0 0.0 0.0
C 1.750 -3.004 4.716 0.0 0.0 0.0
C 1.755 -2.140 3.633 0.0 0.0 0.0
N 0.876 -2.255 2.636 0.1 0.0 0.1
H -2.390 -4.338 0.324 0.0 0.0 0.0
H -2.794 -4.184 2.043 0.0 0.0 0.0
H -1.568 -5.346 1.535 0.0 0.0 0.0
H 0.384 -0.009 -3.254 0.0 0.0 0.0
H -0.425 0.387 -5.558 0.0 0.0 0.0
H -2.585 -0.564 -6.282 0.0 0.0 0.0
H -3.948 -1.897 -4.713 0.0 0.0 0.0
H -3.149 -2.281 -2.406 0.0 0.0 0.0
H -0.863 -4.911 3.729 0.0 0.0 0.0
H 0.773 -4.702 5.588 0.0 0.0 0.0
H 2.483 -2.882 5.500 0.0 0.0 0.0
H 2.479 -1.339 3.551 0.0 0.0 0.0
O -0.028 2.216 -0.101 -0.1 0.1 0.0
S -0.275 2.537 -1.557 0.1 0.0 0.0
C -0.129 4.346 -1.714 0.0 0.0 0.0
C -1.435 4.856 -2.313 0.0 -0.1 0.0
C -2.530 4.024 -1.648 0.0 0.0 0.0
C -2.075 2.579 -1.814 0.0 0.0 0.0
H 0.761 4.582 -2.294 0.0 0.0 0.0
H 0.003 4.683 -0.685 0.0 0.0 0.0
H -1.444 4.685 -3.392 0.0 0.0 0.0
H -1.552 5.926 -2.153 0.0 0.0 0.0
H -3.511 4.190 -2.089 0.0 0.0 0.0
H -2.593 4.274 -0.587 0.0 0.0 0.0
H -2.252 2.208 -2.825 0.0 0.0 0.0
H -2.494 1.871 -1.099 0.0 0.0 0.0
```
Positions in Å, forces in eV/Å.

Calculated values
HOMO level (alpha / beta) in eV: -13.5987 / -13.5924
Charge: +2
Calculated total energy in eV: -75142.8144
HOMO-LUMO gap (alpha / beta) in Ha: 0.25897 / 0.20540
Relative energy (zero: lowest compared OMol25 entry of this formula, charge and spin) in kcal/mol: 0.0
Spin multiplicity: 4
⟨S²⟩: 3.791

Atomic partial charges in e from the Mulliken method, atoms 1 to 6:
1 Tc -0.5167
2 C -0.8065
3 S 0.0513
4 C 0.5956
5 S -0.2664
6 N -1.1839

Computed, not measured: a 2-piece molecular cluster, C3H5NO2 overall in a non-equilibrium geometry, with ωB97M-V with the def2-TZVPD basis set.

```
11
Properties=species:S:1:pos:R:3:forces:R:3
C 1.077 0.506 1.560 0.1 0.0 0.0
C -0.702 -1.452 -1.088 -0.2 0.8 0.9
C 0.565 1.848 1.338 -0.8 0.5 -1.0
N 1.451 -0.568 1.681 0.2 -0.5 0.1
O -0.173 -0.367 -1.852 0.0 1.9 0.5
O 0.515 2.684 2.179 0.2 0.4 0.8
H -1.792 -1.478 -1.252 0.2 0.1 0.8
H -0.319 -1.349 -0.030 -1.0 -0.4 -0.9
H 0.142 2.064 0.332 0.4 -0.4 0.1
H -0.379 -2.419 -1.451 0.7 0.1 -0.4
H -0.386 0.532 -1.415 0.3 -2.6 -1.0
```
Positions in Å, forces in eV/Å.

Calculated values
HOMO level in eV: -10.6101
Calculated total energy in eV: -8774.8410
HOMO-LUMO gap in Ha: 0.35386
Relative energy (zero: lowest compared OMol25 entry of this formula, charge and spin) in kcal/mol: 65.8
Spin multiplicity: 1
SMILES: N#CC=O.CO

Atomic partial charges in e from the Mulliken method, atoms 1 to 6:
1 C 0.3043
2 C -0.3911
3 C 0.1497
4 N -0.2975
5 O -0.4823
6 O -0.3580

Computed, not measured: a 2-piece molecular cluster, C2H8NS overall in a non-equilibrium geometry, with ωB97M-V with the def2-TZVPD basis set.

```
12
Properties=species:S:1:pos:R:3:forces:R:3
N 2.719 0.556 -0.085 0.5 -0.1 -0.2
H 2.537 -0.241 0.492 -1.0 -0.3 0.2
H 3.717 0.679 0.102 -0.7 1.2 -0.1
H 2.022 1.301 0.109 1.2 -0.7 0.2
C -0.073 -1.094 -1.039 2.7 -1.8 0.0
C -1.039 0.030 -0.746 -1.4 0.5 -2.7
S -1.178 0.262 1.037 0.3 0.8 0.0
H 0.952 -0.656 -0.972 -0.7 -0.2 0.0
H -0.011 -1.562 -2.078 -0.8 0.5 0.9
H 0.038 -1.937 -0.244 -1.0 1.3 -1.3
H -2.107 -0.200 -1.147 1.7 0.2 0.5
H -0.661 0.905 -1.554 -0.9 -1.5 2.4
```
Positions in Å, forces in eV/Å.

Calculated values
HOMO level in eV: -2.2829
Charge: -1
Calculated total energy in eV: -14528.8894
HOMO-LUMO gap in Ha: 0.23806
Relative energy (zero: lowest compared OMol25 entry of this formula, charge and spin) in kcal/mol: 27.8
Spin multiplicity: 1

Atomic partial charges in e from the Mulliken method, atoms 1 to 6:
1 N -0.6741
2 H 0.2026
3 H 0.1796
4 H 0.2173
5 C -0.7006
6 C -0.5348

Computed, not measured: one molecule with the formula C4H5NO, with ωB97M-V with the def2-TZVPD basis set.

```
11
Properties=species:S:1:pos:R:3:forces:R:3
O 1.999 0.146 0.217 -0.1 0.0 -0.4
C 0.638 -0.094 0.306 -0.4 -0.3 0.4
C -0.161 -1.212 -0.302 -0.1 -0.3 -0.2
C -1.469 -0.870 -0.538 0.4 0.1 -0.1
C -1.418 0.547 -0.311 0.1 0.2 0.1
N -0.244 1.028 0.113 -0.3 -0.2 0.2
H 2.291 -0.005 -0.692 -0.1 0.1 0.1
H 0.271 -2.202 -0.157 -0.2 0.0 -0.3
H 0.398 -0.532 1.293 0.5 0.7 0.5
H -2.260 1.236 -0.384 0.2 0.0 -0.1
H -0.045 1.959 0.456 -0.1 -0.2 -0.1
```
Positions in Å, forces in eV/Å.

Calculated values
HOMO level in eV: -7.5966
Calculated total energy in eV: -7762.6918
HOMO-LUMO gap in Ha: 0.27346
Relative energy (zero: lowest compared OMol25 entry of this formula, charge and spin) in kcal/mol: 88.4
Spin multiplicity: 1
SMILES: O[C@@H]1C=C=CN1

Atomic partial charges in e from the Mulliken method, atoms 1 to 6:
1 O -0.5049
2 C 0.2962
3 C -0.3896
4 C -0.8275
5 C -0.0178
6 N -0.0576

What is the calculated total energy in the second record? -8774.8410 eV

What is the calculated total energy in the third record? -14528.8894 eV